Density functional theory data (ωB97M-V with the def2-TZVPD basis set) for a molecular structure, C27H47MnN2O3P3.

Geometry as XYZ:
```
83
Properties=species:S:1:pos:R:3:lowdin_spin:R:1
P 3.20 -0.05 -1.13 -0.012
C 3.46 0.05 0.65 -0.003
H 4.50 0.29 0.94 -0.001
H 3.22 -0.88 1.17 0.000
H 2.82 0.81 1.11 0.000
C 3.41 -1.71 -1.81 -0.001
H 3.18 -1.66 -2.89 0.000
H 2.68 -2.38 -1.33 0.000
H 4.44 -2.07 -1.66 0.000
C 4.31 1.08 -1.99 -0.001
H 5.34 0.69 -2.06 0.000
H 4.33 2.06 -1.48 0.000
H 3.94 1.24 -3.02 0.000
P -1.20 3.92 -1.87 0.611
C -1.05 4.08 -0.08 0.086
H -1.39 5.06 0.29 0.021
H -0.01 3.87 0.21 0.001
H -1.61 3.26 0.39 0.001
C -0.22 5.14 -2.79 0.091
H -0.24 4.82 -3.85 0.003
H 0.83 5.04 -2.47 0.000
H -0.62 6.15 -2.65 0.023
C -2.93 4.11 -2.39 0.084
H -3.21 5.17 -2.49 0.020
H -3.56 3.57 -1.67 -0.001
H -3.03 3.57 -3.35 0.006
P -2.88 -1.85 -1.18 -0.004
C -3.39 -1.69 0.54 -0.002
H -4.21 -2.38 0.83 0.000
H -3.74 -0.68 0.77 0.000
H -2.57 -1.88 1.24 0.000
C -4.31 -1.76 -2.29 0.001
H -4.97 -2.64 -2.19 0.000
H -3.94 -1.70 -3.33 0.000
H -4.88 -0.84 -2.08 0.000
C -1.99 -3.37 -1.59 0.000
H -2.69 -4.12 -2.00 0.000
H -1.47 -3.75 -0.70 0.000
H -1.25 -3.11 -2.36 0.001
Mn -0.01 -0.36 -3.30 0.867
C 1.33 0.34 -1.84 0.006
O 0.96 1.19 -1.01 0.044
C -1.56 -0.47 -1.91 0.009
O -1.82 0.51 -1.18 0.053
C -1.47 -0.06 -4.69 0.017
C -0.84 -1.34 -4.78 0.010
C 0.58 -1.41 -4.83 -0.005
C 1.35 -0.21 -4.79 0.045
C 0.71 1.05 -4.60 0.002
C -0.71 1.13 -4.60 0.026
H -2.56 0.00 -4.74 0.000
H -1.44 -2.24 -4.86 -0.002
H 1.09 -2.38 -4.92 -0.004
H 2.42 -0.26 -4.94 0.000
H 1.27 1.99 -4.57 0.001
H -1.20 2.12 -4.59 0.006
C 1.82 1.64 6.17 0.029
C 0.65 0.69 6.39 0.070
N 0.59 -0.40 5.41 0.534
C 0.07 -1.69 5.91 0.059
C -1.28 -2.14 5.38 0.037
C 0.41 0.00 4.09 0.014
O 0.17 1.17 3.79 0.192
C 0.59 -1.01 2.99 0.000
C 1.45 -2.12 3.06 -0.004
C 1.48 -3.00 2.00 0.002
C 0.73 -2.70 0.84 -0.007
N -0.02 -1.61 0.74 0.002
C -0.06 -0.76 1.76 -0.007
H 2.76 1.08 6.09 0.000
H 1.89 2.32 7.01 0.001
H 1.66 2.22 5.26 0.000
H 0.74 0.22 7.37 0.002
H -0.28 1.27 6.36 0.041
H 0.82 -2.47 5.70 0.030
H 0.02 -1.58 7.00 0.001
H -1.24 -2.32 4.30 0.001
H -1.55 -3.07 5.88 0.003
H -2.06 -1.40 5.60 0.001
H 2.08 -2.25 3.96 0.000
H 2.07 -3.92 2.03 0.000
H 0.73 -3.36 -0.03 0.000
H -0.63 0.16 1.63 0.000
```

Properties
**Net charge**: +4
**<S²>**: 3.914
**Gap between HOMO and LUMO (spin up / spin down)**: 7.49 / 4.66 eV
**Electronic energy**: -97026.7848 eV
**Maximum force**: 7.47 eV Å⁻¹
**2S+1**: 4



Density functional theory data (ωB97M-V with the def2-TZVPD basis set) for a single C5H11ISi molecule.

Geometry as XYZ:
```
18
Properties=species:S:1:pos:R:3:mulliken_charge:R:1
C -2.50 2.21 0.26 -0.712
C -1.37 1.54 0.51 -0.122
C -0.12 1.45 -0.36 -0.239
C 0.28 0.03 -0.60 -0.754
Si 1.51 -0.74 0.56 0.487
C 1.91 -2.53 -0.05 -1.103
I 3.62 0.46 0.00 -0.176
H -3.31 2.22 0.95 0.297
H -2.76 2.59 -0.82 0.204
H -1.05 1.13 1.51 0.169
H -0.16 1.99 -1.41 0.272
H 0.82 1.93 0.25 0.129
H -0.65 -0.76 -0.75 0.348
H 0.63 -0.11 -1.60 0.390
H 1.28 -0.79 1.94 -0.160
H 1.57 -3.33 0.62 0.312
H 1.84 -2.51 -1.17 0.327
H 3.02 -2.74 -0.12 0.331
```

Properties
**Net charge**: 0
**Gap between HOMO and LUMO**: 10.07 eV
**Electronic energy**: -21340.7648 eV
**Maximum force**: 3.94 eV Å⁻¹
**Energy relative to the best compared isomer or geometry (same formula, charge and spin)**: 0.545 eV



Density functional theory data (ωB97M-V with the def2-TZVPD basis set) for 19 unconnected molecules or ions with the total composition C7H41BO26.

Geometry as XYZ:
```
75
Properties=species:S:1:pos:R:3:mulliken_charge:R:1
O -2.40 -2.29 -3.69 -0.667
C -2.02 -1.56 -2.79 0.630
O -0.75 -1.20 -2.51 -0.442
B -0.79 -0.31 -1.31 0.984
O -2.20 -0.07 -1.05 -0.487
C -3.00 -0.81 -1.83 0.646
O -4.22 -0.94 -1.79 -0.652
O 0.00 0.97 -1.51 -0.459
C 0.83 1.16 -0.54 0.642
O 1.51 2.19 -0.37 -0.676
C 0.69 -0.10 0.41 0.606
O -0.10 -0.90 -0.14 -0.413
O 1.38 -0.34 1.47 -0.717
C 6.46 6.29 7.09 -1.288
C 6.24 5.83 5.60 0.508
C 5.43 4.53 5.47 -1.196
O 5.83 6.82 4.71 -0.944
H 6.98 5.54 7.70 0.336
H 5.49 6.52 7.52 0.307
H 7.08 7.18 7.17 0.310
H 7.26 5.57 5.32 0.065
H 5.78 3.79 6.19 0.312
H 5.47 4.13 4.46 0.283
H 4.36 4.65 5.65 0.308
O -4.51 -2.15 -8.91 -0.640
H -4.20 -2.46 -8.06 0.320
H -4.75 -1.24 -8.75 0.320
O 1.26 -4.67 2.82 -0.609
H 1.58 -3.80 3.06 0.327
H 1.80 -5.27 3.34 0.292
O 6.81 -2.01 3.72 -0.644
H 5.88 -2.16 3.91 0.321
H 6.82 -1.66 2.83 0.323
O -8.34 -1.95 -6.03 -0.637
H -7.99 -1.33 -5.38 0.329
H -7.62 -2.56 -6.18 0.307
O 4.31 5.72 -4.18 -0.634
H 4.70 4.95 -3.76 0.325
H 5.05 6.15 -4.62 0.305
O 0.16 -5.57 -1.25 -0.648
H 0.43 -5.53 -0.33 0.323
H 0.50 -4.76 -1.63 0.319
O 6.35 2.39 -2.56 -0.626
H 6.40 3.08 -1.90 0.333
H 7.21 1.98 -2.55 0.299
O -5.54 -5.66 -0.25 -0.618
H -6.22 -5.00 -0.09 0.308
H -5.58 -5.83 -1.19 0.313
O -0.36 -1.57 6.28 -0.639
H -0.53 -0.73 5.84 0.330
H -1.21 -2.02 6.25 0.309
O 0.22 -4.81 -6.80 -0.647
H 0.69 -5.18 -6.05 0.321
H -0.48 -4.28 -6.41 0.327
O -3.06 -3.91 2.75 -0.623
H -2.18 -4.23 2.95 0.314
H -3.45 -4.60 2.20 0.311
O -4.13 0.16 3.70 -0.634
H -4.97 0.51 3.39 0.311
H -4.02 -0.66 3.21 0.313
O 0.97 6.12 3.05 -0.632
H 0.11 5.80 3.30 0.302
H 1.45 5.34 2.79 0.329
O 3.78 -1.36 -3.77 -0.641
H 2.93 -1.07 -4.11 0.318
H 4.29 -0.55 -3.69 0.322
O -8.34 0.29 1.97 -0.629
H -8.63 -0.60 2.20 0.313
H -8.47 0.35 1.03 0.317
O -0.60 6.26 -3.15 -0.636
H 0.15 5.72 -3.37 0.322
H -1.36 5.71 -3.34 0.313
O -7.42 -6.25 -4.23 -0.628
H -6.92 -5.62 -4.75 0.316
H -8.33 -6.14 -4.52 0.314
```

Properties
**Net charge**: -2
**Gap between HOMO and LUMO**: 2.96 eV
**Electronic energy**: -61840.7582 eV
**Maximum force**: 7.87 eV Å⁻¹



Density functional theory data (ωB97M-V with the def2-TZVPD basis set) for a molecular structure, C10H14F2P.

Geometry as XYZ:
```
27
Properties=species:S:1:pos:R:3:mulliken_charge:R:1
C -2.03 2.26 -2.13 -0.291
C -1.95 0.97 -2.58 -0.685
C -1.53 2.64 -0.90 -0.587
C -1.16 0.12 -1.88 -0.409
C -0.97 1.73 -0.04 -0.497
C -0.78 0.43 -0.54 0.759
C 0.27 -2.27 -0.08 -1.339
C -0.41 -0.41 2.24 -1.146
C 2.55 0.14 0.85 -0.920
C 3.10 -0.49 -0.38 0.291
F 3.18 -1.82 -0.28 -0.246
F 2.31 -0.46 -1.49 -0.236
P 0.22 -0.59 0.56 1.073
H -2.59 2.99 -2.76 0.329
H -2.28 0.50 -3.48 0.384
H -1.60 3.78 -0.73 0.282
H -0.91 -0.82 -2.37 0.317
H -0.60 2.04 0.98 0.197
H 0.81 -2.85 0.54 0.481
H 0.75 -2.39 -0.99 0.416
H -0.91 -2.55 -0.23 0.369
H 0.27 -0.68 2.93 0.438
H -1.40 -1.10 2.41 0.336
H -0.76 0.52 2.49 0.468
H 2.67 -0.43 1.74 0.507
H 2.34 1.18 0.74 0.429
H 3.99 -0.06 -0.86 0.276
```

Properties
**Net charge**: +1
**Gap between HOMO and LUMO**: 8.55 eV
**Electronic energy**: -25311.5837 eV
**Maximum force**: 5.80 eV Å⁻¹
**Energy relative to the best compared isomer or geometry (same formula, charge and spin)**: 0.000 eV



Density functional theory data (ωB97M-V with the def2-TZVPD basis set) for a single C3H8N2O2 molecule.

Geometry as XYZ:
```
15
Properties=species:S:1:pos:R:3:mulliken_charge:R:1
N 1.59 1.09 0.43 -0.394
C 0.51 0.78 -0.67 0.636
O 0.18 1.68 -1.39 -0.600
N 0.45 -0.60 -0.93 -0.437
C -0.94 -1.01 -0.73 -0.688
C -1.30 -0.56 0.72 -0.239
O -0.63 0.62 0.95 -0.795
H 1.76 2.10 0.41 0.304
H 2.46 0.57 0.37 0.292
H 0.86 0.81 1.20 0.465
H 1.02 -1.12 -0.26 0.301
H -1.04 -2.08 -0.90 0.344
H -1.55 -0.48 -1.46 0.306
H -0.99 -1.37 1.42 0.234
H -2.39 -0.45 0.82 0.271
```

Properties
**Net charge**: 0
**Gap between HOMO and LUMO**: 9.27 eV
**Electronic energy**: -10314.2234 eV
**Maximum force**: 0.52 eV Å⁻¹
**Energy relative to the best compared isomer or geometry (same formula, charge and spin)**: 2.729 eV



Density functional theory data (ωB97M-V with the def2-TZVPD basis set) for 2 unconnected molecules or ions with the total composition C5H16N4.

Geometry as XYZ:
```
25
Properties=species:S:1:pos:R:3:mulliken_charge:R:1
C -2.25 -1.47 0.90 -1.264
C -1.16 -1.53 -0.11 -0.693
C 0.19 -1.51 0.21 0.444
N 1.08 -2.33 -0.50 -0.547
H -2.17 -0.64 1.62 0.320
H -2.32 -2.40 1.49 0.297
H -3.21 -1.30 0.41 0.330
H -1.43 -1.89 -1.09 0.306
H 0.46 -1.52 1.27 0.241
H 0.87 -2.31 -1.49 0.280
H 2.04 -2.05 -0.32 0.248
C 1.42 1.20 0.85 -1.190
N 0.83 0.60 -0.35 0.301
N 1.86 0.54 -1.37 -0.779
C -0.50 1.60 -0.84 -0.658
N -1.43 1.98 0.16 -0.536
H 1.74 2.24 0.68 0.370
H 0.70 1.13 1.67 0.367
H 2.31 0.65 1.17 0.394
H 1.96 1.38 -1.94 0.217
H 2.79 0.33 -1.00 0.222
H -0.99 1.06 -1.65 0.342
H 0.01 2.47 -1.23 0.466
H -1.78 1.16 0.64 0.230
H -1.02 2.60 0.85 0.292
```

Properties
**Net charge**: 0
**Gap between HOMO and LUMO**: 7.30 eV
**Electronic energy**: -11401.1441 eV
**Maximum force**: 4.70 eV Å⁻¹
**Energy relative to the best compared isomer or geometry (same formula, charge and spin)**: 4.392 eV



Density functional theory data (ωB97M-V with the def2-TZVPD basis set) for a molecular structure, C2H3N5O.

Geometry as XYZ:
```
11
Properties=species:S:1:pos:R:3:mulliken_charge:R:1
C 0.74 -0.71 -0.19 0.433
C -1.26 0.72 0.10 0.529
H 2.04 -2.24 -0.64 0.358
H 2.80 -0.13 -0.03 0.385
H -2.83 1.61 1.31 0.258
N 1.99 -1.13 -0.09 -0.533
N 0.73 0.75 -0.50 -0.230
N -0.39 1.40 -0.51 -0.158
N -1.92 1.66 0.66 -0.552
N -0.40 -1.33 -0.13 -0.389
O -1.49 -0.61 0.02 -0.101
```

Properties
**Net charge**: 0
**Gap between HOMO and LUMO**: 8.12 eV
**Electronic energy**: -11612.5164 eV
**Maximum force**: 10.88 eV Å⁻¹
**Energy relative to the best compared isomer or geometry (same formula, charge and spin)**: 8.313 eV



Density functional theory data (ωB97M-V with the def2-TZVPD basis set) for a molecular structure, C24H25CaN3O3.

Geometry as XYZ:
```
56
Properties=species:S:1:pos:R:3:mulliken_charge:R:1
C -1.31 -1.99 -6.98 -1.315
C -1.52 -1.26 -8.22 1.345
H -0.99 -3.00 -7.10 0.398
H -2.21 -1.85 -6.31 0.416
C -1.44 0.13 -8.06 0.897
C -1.04 0.59 -6.83 -1.056
H -1.22 0.00 -5.94 0.370
H -0.72 1.61 -6.67 0.320
C -1.69 -1.84 -9.61 -1.422
H -1.42 -2.90 -9.66 0.357
H -1.01 -1.35 -10.34 0.355
H -2.67 -1.79 -10.11 0.371
C -1.79 1.08 -9.20 -1.492
H -2.81 0.93 -9.59 0.356
H -1.17 0.98 -10.10 0.327
H -1.75 2.14 -8.93 0.377
Ca -0.38 -0.16 -0.41 2.047
O -0.27 -0.51 -2.78 -0.928
C 0.53 -0.20 -3.72 0.993
O 1.40 1.03 -0.96 -0.786
C 1.86 1.35 -2.08 0.463
O 2.80 2.24 -2.19 -0.318
N 1.48 0.82 -3.34 0.320
C 3.27 2.26 -3.59 -0.434
C 2.31 1.43 -4.37 -0.434
H 4.29 1.86 -3.60 0.265
H 3.26 3.30 -3.91 0.332
H 2.80 0.64 -4.93 0.384
H 1.68 2.06 -5.00 0.151
C 0.60 -0.65 -5.11 -1.001
C 0.12 -1.85 -5.77 -0.578
H 1.14 -0.04 -5.83 0.244
H -0.39 -2.52 -5.04 0.320
H 0.94 -2.38 -6.31 0.370
C 1.29 -3.72 2.06 -0.706
C 0.87 -2.86 1.04 -0.145
N 0.33 -1.64 1.31 -0.715
C 0.24 -1.21 2.60 0.328
C 0.68 -2.06 3.67 1.365
C 1.19 -3.33 3.37 -0.536
C 0.53 -1.56 4.99 -0.895
C 0.04 -0.30 5.27 -0.925
C -0.38 0.61 4.23 0.889
C -0.87 1.91 4.42 -0.537
C -1.25 2.67 3.32 -0.713
C -1.16 2.11 2.04 -0.134
N -0.72 0.85 1.79 -0.469
C -0.31 0.12 2.87 -0.169
H 1.70 -4.68 1.77 0.417
H 0.95 -3.14 -0.02 0.426
H 1.49 -3.99 4.18 0.454
H 0.81 -2.22 5.81 0.391
H -0.07 0.03 6.31 0.386
H -0.97 2.31 5.43 0.453
H -1.61 3.69 3.43 0.401
H -1.43 2.69 1.16 0.417
```

Properties
**Net charge**: +2
**Gap between HOMO and LUMO (spin up / spin down)**: 6.16 / 6.16 eV
**Electronic energy**: -54331.9035 eV
**Maximum force**: 2.05 eV Å⁻¹
**Energy relative to the best compared isomer or geometry (same formula, charge and spin)**: 1.390 eV